Computed, not measured: a molecular structure, C45H42Br2N4P2PbS2, with ωB97M-V with the def2-TZVPD basis set.

Geometry as XYZ:
```
98
Properties=species:S:1:pos:R:3:lowdin_charge:R:1
Pb -0.76 0.44 -0.79 1.14
C -3.92 3.71 -0.66 -0.10
C -3.59 2.59 0.24 -0.84
S -2.51 2.61 1.44 0.78
C -4.51 1.38 -0.03 -0.80
C -5.65 1.25 0.96 -0.10
S -4.18 0.26 -1.14 0.81
H -3.12 4.46 -0.61 0.09
H -4.88 4.17 -0.46 0.11
H -4.05 3.25 -1.62 0.07
H -6.15 0.28 0.92 0.07
H -6.39 2.04 0.69 0.11
H -5.27 1.52 2.01 0.11
C -0.34 -0.25 3.11 -0.37
C 1.20 -0.04 3.05 -0.39
P 1.65 0.70 1.48 0.99
C 3.35 0.01 1.09 -0.33
C 3.58 -1.37 1.23 -0.12
C 4.70 -2.00 0.76 -0.09
C 5.72 -1.20 0.26 -0.10
C 5.58 0.18 0.16 -0.09
C 4.40 0.82 0.61 -0.07
C 2.04 2.41 1.92 -0.37
C 1.32 3.34 1.15 -0.12
C 1.56 4.71 1.32 -0.06
C 2.55 5.14 2.21 -0.04
C 3.24 4.17 2.99 -0.08
C 2.97 2.85 2.89 -0.11
P -0.98 -1.14 1.57 0.90
C -2.67 -1.57 1.99 -0.35
C -3.50 -0.68 2.79 -0.10
C -4.75 -1.08 3.10 -0.12
C -5.36 -2.21 2.54 -0.03
C -4.58 -3.05 1.74 -0.07
C -3.29 -2.74 1.51 -0.12
C -0.14 -2.78 1.78 -0.35
C 0.14 -3.34 3.02 -0.09
C 0.93 -4.43 3.11 -0.06
C 1.56 -5.02 2.01 -0.01
C 1.35 -4.36 0.78 -0.09
C 0.50 -3.33 0.70 -0.17
H -0.89 0.68 2.99 0.02
H -0.57 -0.65 4.15 0.12
H 1.61 -1.04 3.35 0.10
H 1.56 0.61 3.82 0.08
H 2.74 -1.97 1.53 0.08
H 4.72 -3.09 0.58 0.12
H 6.71 -1.60 -0.13 0.14
H 6.41 0.82 -0.21 0.12
H 4.29 1.88 0.66 0.10
H 0.56 3.01 0.53 0.02
H 0.96 5.46 0.82 0.11
H 2.84 6.16 2.32 0.10
H 4.12 4.50 3.63 0.14
H 3.69 2.16 3.41 0.14
H -3.06 0.29 3.15 0.09
H -5.38 -0.43 3.68 0.11
H -6.39 -2.37 2.93 0.13
H -5.01 -3.84 1.32 0.07
H -2.69 -3.41 0.84 0.12
H -0.34 -2.88 3.86 0.11
H 1.24 -4.90 4.01 0.11
H 2.19 -5.82 2.23 0.09
H 1.94 -4.72 -0.10 0.13
H 0.38 -2.90 -0.26 0.07
Br 5.93 0.20 -3.59 0.82
C 4.15 0.16 -2.91 -0.63
C 3.61 -0.97 -2.26 -0.05
C 2.30 -0.80 -1.80 -0.13
N 1.57 0.32 -1.91 -0.02
C 2.09 1.34 -2.54 -0.23
C 3.38 1.30 -3.09 -0.04
C 1.16 2.48 -2.74 -0.21
C 1.63 3.75 -3.15 -0.06
C 0.76 4.82 -3.23 -0.66
Br 1.52 6.52 -3.45 0.84
C -0.62 4.56 -3.12 -0.06
C -1.03 3.29 -2.81 -0.12
N -0.17 2.26 -2.67 -0.01
H 4.23 -1.83 -2.00 0.12
H 1.77 -1.63 -1.31 0.10
H 3.77 2.12 -3.73 0.13
H 2.72 3.94 -3.16 0.12
H -1.24 5.42 -3.21 0.11
H -2.08 3.13 -2.80 0.10
N -2.62 -4.34 -4.82 0.16
C -2.12 -3.44 -3.92 -0.32
C -0.98 -2.70 -4.20 0.01
C -0.57 -1.68 -3.36 -0.08
N -1.25 -1.45 -2.16 -0.13
C -2.36 -2.19 -1.93 -0.21
C -2.79 -3.19 -2.75 0.01
H -2.08 -4.47 -5.69 0.14
H -3.34 -4.95 -4.47 0.12
H -0.46 -2.82 -5.15 0.13
H 0.23 -0.99 -3.48 0.08
H -2.79 -2.09 -0.97 0.03
H -3.71 -3.68 -2.58 0.12
```

- charge = +2


Computed, not measured: 2 unconnected molecules or ions with the total composition C4H5N3O, with ωB97M-V with the def2-TZVPD basis set.

Geometry as XYZ:
```
13
Properties=species:S:1:pos:R:3:lowdin_charge:R:1
C 0.00 1.73 0.47 -0.02
N 0.72 -1.05 -0.99 0.15
C -0.54 0.83 1.54 -0.46
C 0.02 -1.59 -1.81 -0.38
N -0.61 -1.85 -2.80 0.16
C 0.46 -0.14 1.99 -0.15
O -1.65 0.86 2.00 0.13
N 1.25 -0.89 2.33 0.18
H 1.46 -1.46 -0.45 0.07
H -1.54 -2.22 -2.88 0.07
H 0.26 1.10 -0.39 0.06
H -0.74 2.47 0.19 0.09
H 0.91 2.21 0.81 0.10
```

- SMILES = CC(=O)C#N.N=C=N


Computed, not measured: a single C5H10O molecule, with ωB97M-V with the def2-TZVPD basis set.

Geometry as XYZ:
```
16
Properties=species:S:1:pos:R:3:lowdin_charge:R:1
C 0.33 -1.36 1.00 -0.07
C 0.53 -0.11 0.15 -0.40
C 1.13 -0.44 -1.22 -0.06
C -0.80 0.62 -0.03 -0.30
C -1.33 2.36 0.40 0.06
O -0.64 1.85 -0.71 -0.18
H -0.07 -1.12 2.00 0.08
H 1.28 -1.89 1.15 0.08
H -0.36 -2.07 0.52 0.08
H 1.20 0.58 0.67 0.15
H 2.11 -0.91 -1.10 0.08
H 1.25 0.47 -1.82 0.08
H 0.49 -1.14 -1.77 0.09
H -1.60 0.02 -0.46 0.15
H -2.42 2.19 0.16 0.04
H -1.11 0.94 1.05 0.12
```


Calculated HOMO level, -12.910; -10.657; -8.494 eV (same order as the records).